(1)
Density functional theory data (ωB97M-V/def2-TZVPD) for one molecule with the formula C4H12N2OS at a distorted geometry.

- Relative energy (zero: lowest compared OMol25 entry of this formula, charge and spin): 94.3 kcal/mol
- HOMO level: -9.10 eV
- Frontier orbital gap: 9.857 eV
- Structure (SMILES): CCN=[S@H](=O)NCC
- LUMO energy: 0.0279 hartree
- Energy: -20202.025 eV

The geometry in ORCA input format:
```
! wB97M-V def2-TZVPD RIJCOSX def2/J DEFGRID3
* xyz 0 1
C 1.19 2.07 -1.68
C -2.19 -0.17 2.14
C 1.38 0.52 -1.93
C -1.14 -1.21 1.98
N 0.32 -0.39 -1.41
N -0.91 -1.29 0.54
O 1.63 -0.77 0.77
S 0.51 -1.24 0.00
H 0.61 2.26 -0.74
H 2.28 2.34 -1.65
H 0.66 2.46 -2.49
H -2.23 0.08 3.14
H -1.61 0.61 1.66
H -3.04 -0.39 1.57
H 1.38 0.42 -3.00
H 2.27 0.18 -1.38
H -0.11 -0.82 2.46
H -1.27 -2.24 2.43
H -0.65 -0.09 -1.73
H 0.90 -2.31 -0.69
*
```

These are the Mulliken partial charges, in e, on atoms 1 to 4:
1 C -0.868
2 C -1.120
3 C -0.568
4 C -0.271

(2)
Density functional theory data (ωB97M-V/def2-TZVPD) for an isolated ion of composition C4H12N2OS and charge +1 at a distorted geometry.

- Relative energy (zero: lowest compared OMol25 entry of this formula, charge and spin): 27.2 kcal/mol
- HOMO level (alpha / beta): -13.89 / -13.41 eV
- Frontier orbital gap (alpha / beta): 10.620 / 4.518 eV
- LUMO energy (alpha / beta): -0.1201 / -0.3268 hartree
- Energy: -20195.555 eV

The geometry in ORCA input format:
```
! wB97M-V def2-TZVPD RIJCOSX def2/J DEFGRID3
* xyz 1 2
C 1.31 0.64 -0.74
N 0.97 2.05 -0.84
C 0.05 -0.12 -0.19
C -0.81 -0.58 -1.34
S -1.98 0.65 -1.99
N 0.39 -1.32 0.62
C -0.36 -1.33 1.94
O -0.12 -0.19 2.68
H 1.70 0.22 -1.68
H 2.15 0.64 -0.03
H 0.46 2.27 -1.69
H 1.78 2.65 -0.83
H -0.41 0.62 0.47
H -0.28 -1.13 -2.11
H -1.43 -1.41 -0.99
H -2.77 0.65 -0.89
H 1.34 -1.12 0.94
H 0.15 -2.20 2.39
H -1.41 -1.57 1.71
H -0.71 0.58 2.57
*
```

These are the Mulliken partial charges, in e, on atoms 1 to 4:
1 C -0.622
2 N -0.401
3 C 0.298
4 C -0.940

(3)
Density functional theory data (ωB97M-V/def2-TZVPD) for one molecule with the formula C4H12N2S at a distorted geometry.

- Relative energy (zero: lowest compared OMol25 entry of this formula, charge and spin): 19.9 kcal/mol
- HOMO level: -8.31 eV
- Frontier orbital gap: 9.351 eV
- Structure (SMILES): NCCNCCS
- LUMO energy: 0.0382 hartree
- Energy: -18157.155 eV

The geometry in ORCA input format:
```
! wB97M-V def2-TZVPD RIJCOSX def2/J DEFGRID3
* xyz 0 1
C 0.96 0.69 -0.15
N -0.17 -0.14 0.26
C -1.51 0.13 -0.23
C -2.62 -0.06 0.82
S -2.36 0.69 2.46
C 1.92 -0.03 -1.07
N 2.62 -1.11 -0.43
H 0.56 1.60 -0.60
H 1.53 0.90 0.76
H -1.20 1.27 2.12
H -1.79 -0.52 -1.07
H -1.48 1.21 -0.44
H -3.51 0.44 0.45
H -2.82 -1.13 0.87
H 2.60 0.70 -1.50
H 1.36 -0.44 -1.92
H 2.59 -2.03 -0.82
H 0.04 -1.12 0.15
H 3.27 -1.05 0.33
*
```

These are the Mulliken partial charges, in e, on atoms 1 to 4:
1 C -0.571
2 N -0.204
3 C -0.715
4 C -0.583

(4)
Density functional theory data (ωB97M-V/def2-TZVPD) for C4H12N2S as an isolated structure at a distorted geometry.

- Relative energy (zero: lowest compared OMol25 entry of this formula, charge and spin): 85.4 kcal/mol
- HOMO level: -6.98 eV
- Frontier orbital gap: 7.304 eV
- LUMO energy: 0.0117 hartree
- Energy: -18154.315 eV

The geometry in ORCA input format:
```
! wB97M-V def2-TZVPD RIJCOSX def2/J DEFGRID3
* xyz 0 1
C 0.43 -2.89 -0.15
C 1.31 -1.82 -0.02
N -0.86 -2.62 0.45
H 0.46 -3.71 -0.85
H 2.02 -1.62 -0.81
H 1.52 -1.35 0.96
H -1.21 -3.22 1.21
H -0.84 -1.64 0.73
H -1.54 -2.62 -0.32
C 0.11 2.50 0.72
C -0.91 1.39 0.28
S -0.11 -0.06 -0.50
N 0.53 3.37 -0.38
H 1.01 2.11 1.22
H -0.33 3.07 1.51
H -1.61 1.84 -0.44
H -1.49 1.09 1.16
H -0.21 4.00 -0.71
H 0.70 2.70 -1.17
*
```

These are the Mulliken partial charges, in e, on atoms 1 to 4:
1 C -0.272
2 C -0.724
3 N -0.221
4 H 0.335

(5)
Density functional theory data (ωB97M-V/def2-TZVPD) for one molecule with the formula C4H12N2S at a distorted geometry.

- Relative energy (zero: lowest compared OMol25 entry of this formula, charge and spin): 27.9 kcal/mol
- HOMO level: -8.58 eV
- Frontier orbital gap: 9.467 eV
- Structure (SMILES): CN[C@@H](CN)CS
- LUMO energy: 0.0326 hartree
- Energy: -18156.810 eV

The geometry in ORCA input format:
```
! wB97M-V def2-TZVPD RIJCOSX def2/J DEFGRID3
* xyz 0 1
C -2.49 0.22 0.22
N -1.37 -0.72 0.26
C -0.02 -0.17 0.33
C 0.25 1.06 -0.55
S 1.57 2.21 0.00
C 0.90 -1.31 0.02
N 2.32 -1.00 -0.16
H -2.71 0.64 -0.77
H -2.37 1.11 0.87
H -3.39 -0.31 0.52
H -1.52 -1.19 1.14
H 0.16 0.06 1.41
H -0.63 1.72 -0.53
H 0.31 0.91 -1.63
H 2.24 2.45 -1.12
H 0.64 -2.17 0.65
H 0.62 -1.86 -0.90
H 2.94 -1.61 0.34
H 2.56 -0.03 -0.10
*
```

These are the Mulliken partial charges, in e, on atoms 1 to 4:
1 C -0.996
2 N -0.479
3 C 0.567
4 C -0.899

(6)
Density functional theory data (ωB97M-V/def2-TZVPD) for one molecule with the formula C4H12N2S at a distorted geometry.

- Relative energy (zero: lowest compared OMol25 entry of this formula, charge and spin): 40.0 kcal/mol
- HOMO level: -8.51 eV
- Frontier orbital gap: 9.417 eV
- Structure (SMILES): NCCNCCS
- LUMO energy: 0.0333 hartree
- Energy: -18156.282 eV

The geometry in ORCA input format:
```
! wB97M-V def2-TZVPD RIJCOSX def2/J DEFGRID3
* xyz 0 1
C 1.07 -0.60 0.91
N -0.22 -0.79 0.06
C -1.17 0.37 0.17
C -0.45 1.61 -0.38
S -0.95 2.14 -2.20
C 1.31 -1.68 1.97
N 1.10 -3.06 1.68
H 0.90 0.34 1.44
H 1.99 -0.61 0.34
H 0.05 -0.99 -0.86
H -2.12 0.21 -0.35
H -1.40 0.41 1.23
H 0.64 1.62 -0.40
H -0.58 2.55 0.21
H -0.07 1.37 -2.86
H 0.67 -1.69 2.93
H 2.32 -1.54 2.31
H 1.80 -3.63 1.15
H 0.25 -3.56 1.94
*
```

These are the Mulliken partial charges, in e, on atoms 1 to 4:
1 C -0.548
2 N -0.388
3 C -0.458
4 C -0.686

(7)
Density functional theory data (ωB97M-V/def2-TZVPD) for a 2-piece molecular cluster, C4H12N2S overall.

- Relative energy (zero: lowest compared OMol25 entry of this formula, charge and spin): 25.2 kcal/mol
- HOMO level: -7.91 eV
- Frontier orbital gap: 8.955 eV
- Structure (SMILES): N/C=C/N.CSC
- LUMO energy: 0.0384 hartree
- Energy: -18156.924 eV

The geometry in ORCA input format:
```
! wB97M-V def2-TZVPD RIJCOSX def2/J DEFGRID3
* xyz 0 1
C -1.18 1.07 -0.42
S -1.74 -0.10 0.84
C -3.45 -0.28 0.28
H -1.95 1.83 -0.57
H -1.00 0.53 -1.34
H -0.26 1.52 -0.06
H -3.97 -1.10 0.76
H -3.99 0.65 0.50
H -3.48 -0.43 -0.80
C 1.82 -0.78 0.56
C 2.22 0.06 -0.39
N 1.62 0.08 -1.69
N 2.57 -1.01 1.74
H 0.85 -1.26 0.56
H 3.04 0.75 -0.18
H 2.13 -0.56 -2.28
H 1.77 0.99 -2.11
H 2.26 -1.78 2.29
H 2.72 -0.19 2.30
*
```

These are the Mulliken partial charges, in e, on atoms 1 to 4:
1 C -0.877
2 S -0.052
3 C -0.902
4 H 0.405

(8)
Density functional theory data (ωB97M-V/def2-TZVPD) for one molecule with the formula C4H12N2S at a distorted geometry.

- Relative energy (zero: lowest compared OMol25 entry of this formula, charge and spin): 17.2 kcal/mol
- HOMO level: -8.52 eV
- Frontier orbital gap: 9.511 eV
- Structure (SMILES): CN[C@H](CN)CS
- LUMO energy: 0.0363 hartree
- Energy: -18157.274 eV

The geometry in ORCA input format:
```
! wB97M-V def2-TZVPD RIJCOSX def2/J DEFGRID3
* xyz 0 1
C -0.25 -0.89 2.10
N 0.73 -0.96 1.03
C 0.51 -0.08 -0.13
C -0.44 -0.86 -1.10
S -0.35 -0.59 -2.92
C -0.03 1.30 0.21
N 0.10 2.17 -0.94
H -0.31 0.05 2.67
H -1.24 -1.00 1.67
H 0.00 -1.67 2.82
H 1.66 -1.08 1.37
H 1.47 0.05 -0.65
H -0.38 -1.92 -0.89
H -1.45 -0.50 -0.89
H 0.53 -1.58 -3.14
H 0.62 1.65 1.03
H -1.06 1.23 0.59
H -0.46 2.98 -1.05
H 0.33 1.68 -1.77
*
```

These are the Mulliken partial charges, in e, on atoms 1 to 4:
1 C -0.920
2 N -0.346
3 C 0.001
4 C -0.933

(9)
Density functional theory data (ωB97M-V/def2-TZVPD) for one molecule with the formula C4H12N2S at a distorted geometry.

- Relative energy (zero: lowest compared OMol25 entry of this formula, charge and spin): 64.1 kcal/mol
- HOMO level: -8.45 eV
- Frontier orbital gap: 9.403 eV
- Structure (SMILES): CCSCN(C)N
- LUMO energy: 0.0350 hartree
- Energy: -18155.239 eV

The geometry in ORCA input format:
```
! wB97M-V def2-TZVPD RIJCOSX def2/J DEFGRID3
* xyz 0 1
C 2.90 -0.27 0.53
C -2.72 0.74 0.70
C -0.99 0.79 -1.01
C 2.27 0.59 -0.46
N -1.85 -1.30 -0.05
N -2.07 0.07 -0.43
S 0.58 1.02 0.30
H 3.98 -0.56 0.22
H 2.67 0.16 1.56
H 2.28 -1.16 0.61
H -2.31 0.51 1.76
H -2.76 1.84 0.45
H -3.86 0.37 0.77
H 2.01 0.03 -1.41
H -1.10 1.81 -1.31
H 2.97 1.52 -0.75
H -1.31 -1.30 0.83
H -1.32 -1.66 -0.85
H -0.52 0.23 -1.83
*
```

These are the Mulliken partial charges, in e, on atoms 1 to 4:
1 C -1.013
2 C -0.728
3 C -0.691
4 C -0.250

(10)
Density functional theory data (ωB97M-V/def2-TZVPD) for a 3-piece molecular cluster, C4H12N3 overall at a distorted geometry.

- Relative energy (zero: lowest compared OMol25 entry of this formula, charge and spin): 115.7 kcal/mol
- HOMO level (alpha / beta): -13.25 / -14.13 eV
- Frontier orbital gap (alpha / beta): 8.290 / 8.833 eV
- LUMO energy (alpha / beta): -0.1822 / -0.1945 hartree
- Energy: -8802.718 eV

The geometry in ORCA input format:
```
! wB97M-V def2-TZVPD RIJCOSX def2/J DEFGRID3
* xyz 1 1
C 0.86 -0.59 -0.10
C 1.31 -1.98 -0.11
C -2.37 0.49 1.36
C -1.47 0.09 0.31
N -0.33 -0.26 0.11
N -2.68 0.53 -1.54
N 2.86 1.48 -0.21
H 1.62 0.24 -0.21
H 2.09 -2.11 0.64
H 0.50 -2.69 0.07
H 1.79 -2.21 -1.07
H -2.77 1.48 1.13
H -1.86 0.50 2.33
H -3.22 -0.20 1.41
H -3.54 0.06 -1.25
H -2.22 -0.06 -2.23
H 2.68 2.22 -0.88
H 2.99 1.93 0.69
H 3.76 1.07 -0.46
*
```

These are the Mulliken partial charges, in e, on atoms 1 to 4:
1 C 0.153
2 C -1.083
3 C -1.114
4 C 0.533